[1]
93
Properties=species:S:1:pos:R:3:lowdin_charge:R:1 method="wB97M-V/def2-TZVPD" gap_ev=6.17 multiplicity=1 charge=+1
Co -0.39617 1.86127 0.10895 -0.07
O 1.90877 2.84189 -3.10021 0.20
C 1.32390 2.54145 -1.96698 -0.43
O 0.10684 2.41387 -1.83893 -0.03
C 2.20296 2.34169 -0.79569 -0.18
C 3.57791 2.41564 -0.69763 0.05
C 4.14781 2.14364 0.54700 0.01
C 3.34789 1.82087 1.63506 0.07
C 1.97326 1.77313 1.45405 -0.16
N 1.45825 2.02357 0.26274 -0.03
C 0.90186 1.40982 2.46886 -0.57
O 1.18706 1.18258 3.61857 0.11
O -0.28495 1.34981 1.92905 -0.19
H 1.24309 2.90741 -3.80454 0.16
H 4.18082 2.67195 -1.55699 0.13
H 5.22229 2.18468 0.66121 0.13
H 3.75774 1.59698 2.61019 0.13
C 1.41388 -1.03719 -0.20229 -0.37
C 1.61017 -2.52838 -0.49302 -0.40
As 1.33285 -3.61306 1.15286 1.33
C 2.78434 -2.73348 2.12654 -0.42
C 4.12256 -2.83708 1.74601 -0.11
C 5.09969 -2.12041 2.41822 -0.08
C 4.74929 -1.28537 3.47572 -0.09
C 3.42182 -1.16741 3.85476 -0.09
C 2.44365 -1.89446 3.18226 -0.13
C 2.28209 -5.20678 0.55183 -0.43
C 2.17700 -5.63797 -0.76807 -0.12
C 2.79334 -6.81253 -1.17848 -0.08
C 3.51559 -7.57190 -0.27032 -0.09
C 3.61575 -7.15486 1.04969 -0.08
C 2.99969 -5.98149 1.45927 -0.12
P -0.24803 -0.36267 -0.53736 1.06
C -1.38944 -1.55156 0.19961 -0.38
C -1.73127 -1.41945 1.54534 -0.11
C -2.50385 -2.39395 2.15805 -0.06
C -2.93489 -3.49821 1.43836 -0.07
C -2.60253 -3.62847 0.09697 -0.07
C -1.83440 -2.65705 -0.52477 -0.10
C -0.47155 -0.48014 -2.33190 -0.35
C -1.74492 -0.26193 -2.86258 -0.10
C -1.93259 -0.21801 -4.23400 -0.06
C -0.85285 -0.38668 -5.09295 -0.07
C 0.41325 -0.61124 -4.57416 -0.07
C 0.60415 -0.65948 -3.19841 -0.09
H 2.12916 -0.42642 -0.76142 0.08
H 1.61393 -0.81681 0.85161 0.06
H 2.62741 -2.71425 -0.84074 0.08
H 0.92679 -2.87827 -1.26809 0.05
H 4.40467 -3.49488 0.93134 0.10
H 6.13784 -2.21955 2.12657 0.10
H 5.51682 -0.73796 4.00892 0.10
H 3.13474 -0.51222 4.66628 0.11
H 1.40702 -1.79623 3.48579 0.10
H 1.61205 -5.06140 -1.49141 0.09
H 2.70720 -7.13477 -2.20826 0.10
H 3.99681 -8.48711 -0.58880 0.10
H 4.17542 -7.74469 1.76400 0.11
H 3.09029 -5.66424 2.49200 0.10
H -1.39009 -0.56291 2.11280 0.09
H -2.76366 -2.29027 3.20311 0.11
H -3.53183 -4.26005 1.92210 0.11
H -2.94072 -4.48802 -0.46649 0.11
H -1.58248 -2.76430 -1.57251 0.11
H -2.58830 -0.13114 -2.19501 0.09
H -2.92503 -0.06046 -4.63588 0.11
H -1.00256 -0.35938 -6.16428 0.11
H 1.25349 -0.76720 -5.23842 0.11
H 1.59640 -0.85836 -2.81263 0.10
S -2.64907 1.61153 0.13743 0.84
C -3.37309 2.76765 -0.87202 -0.74
N -4.69742 2.96332 -0.89382 0.05
C -5.05614 4.12154 -1.71398 -0.11
C -3.73812 4.41539 -2.45932 -0.10
N -2.78572 3.56287 -1.75363 0.05
H -5.26561 2.64499 -0.12633 0.15
H -5.35001 4.95392 -1.07618 0.10
H -5.87028 3.88232 -2.39439 0.12
H -3.45044 5.46294 -2.38416 0.12
H -3.79238 4.13643 -3.51216 0.12
H -1.78948 3.55615 -1.89808 0.08
Te -0.38089 4.37602 0.73925 1.15
C -2.35563 4.85437 1.29014 -0.64
C -2.99928 4.16070 2.31245 -0.17
C -4.29217 4.50617 2.68088 -0.08
C -4.94252 5.56151 2.05261 -0.09
C -4.29433 6.27210 1.05189 -0.11
C -3.00964 5.91195 0.66303 -0.18
H -2.48798 3.35194 2.81938 0.10
H -4.78490 3.96233 3.47687 0.11
H -5.94200 5.84262 2.35846 0.11
H -4.78405 7.11434 0.57822 0.11
H -2.50621 6.46876 -0.11896 0.09

---

[2]
90
Properties=species:S:1:pos:R:3:lowdin_charge:R:1 method="wB97M-V/def2-TZVPD" gap_ev="5.21 / 4.92" relative_energy_ev=2.4401 multiplicity=4 charge=+3
C 2.54428 -1.61593 -6.42052 -0.02
O 1.64375 -0.92679 -5.52575 -0.04
C 1.18975 -1.54353 -4.39860 -0.22
C 0.27757 -0.78791 -3.62778 0.05
C 0.03708 -1.13266 -2.30817 -0.02
C 0.54726 -2.31571 -1.77500 -0.08
B 0.14251 -2.84785 -0.25959 -0.90
C -1.07280 -3.76772 -0.95587 -0.29
C -1.01003 -5.10881 -1.26594 -0.03
C -2.30034 -5.66549 -1.57297 -0.03
C -3.32006 -4.74104 -1.50645 -0.45
C -4.77130 -4.96612 -1.69202 -0.04
S -2.66713 -3.13535 -1.18601 1.18
O 0.96070 -3.82885 0.35317 0.10
C 0.56343 -3.89706 1.73030 -0.42
C 0.19721 -5.33088 2.08968 0.01
C 1.78257 -3.49890 2.53292 -0.01
C -0.63536 -2.81377 1.85936 -0.43
C -1.99190 -3.48237 1.91312 -0.03
C -0.53452 -1.83626 3.02170 0.00
O -0.51108 -2.00657 0.67495 0.08
C 1.40382 -3.08052 -2.55958 -0.01
C 1.67703 -2.76953 -3.89393 0.04
H 2.63881 -0.92159 -7.25848 0.11
H 3.52656 -1.77222 -5.94672 0.10
H 2.11842 -2.57122 -6.76486 0.11
H -0.11493 0.12521 -4.07053 0.14
H -0.57512 -0.47591 -1.69376 0.13
H -0.08741 -5.67943 -1.31894 0.14
H -2.45922 -6.71904 -1.81647 0.14
H -4.95739 -6.01865 -1.92973 0.10
H -5.30836 -4.71868 -0.76679 0.11
H -5.15890 -4.34462 -2.50834 0.11
H -0.08294 -5.41288 3.15080 0.11
H -0.61216 -5.76110 1.49158 0.08
H 1.07237 -5.97187 1.94232 0.11
H 1.64926 -3.68850 3.60890 0.12
H 2.65568 -4.03932 2.15150 0.12
H 1.97130 -2.43302 2.37964 0.03
H -2.13424 -3.91924 2.91253 0.12
H -2.79623 -2.75556 1.74399 0.10
H -2.08943 -4.27934 1.16938 0.06
H -0.49343 -2.35911 3.98463 0.11
H 0.32986 -1.17996 2.91730 0.04
H -1.42201 -1.19316 3.02512 0.11
H 1.85704 -3.96423 -2.11623 0.14
H 2.33472 -3.40987 -4.49160 0.13
O 4.68221 5.21783 4.74864 0.23
C 3.71427 4.65659 4.42654 -0.03
Cr 2.26110 3.75893 3.59521 0.25
C 3.55879 3.02003 2.45808 -0.09
O 4.35059 2.55854 1.73934 0.18
C 2.27108 5.21336 2.38006 -0.05
O 2.47591 6.08479 1.63022 0.21
C 0.77148 4.08838 5.12241 -0.06
C 1.60724 3.03692 5.52057 -0.07
C 1.85938 1.96710 4.65791 -0.06
C 1.18937 1.87239 3.40651 -0.23
C 1.50923 0.82280 2.44385 0.12
C 1.97933 0.03191 1.62342 0.06
C 2.90142 -0.73617 0.87719 0.01
C 3.09335 -0.43590 -0.54125 -0.15
C 2.58438 0.77579 -1.05922 0.00
C 2.98587 1.24383 -2.30682 -0.03
C 3.84328 0.48074 -3.09798 -0.01
C 4.23921 -0.78928 -2.66343 -0.03
C 3.86389 -1.25351 -1.40649 -0.02
C 4.02108 -1.26510 1.68556 -0.14
C 3.86580 -1.46599 3.08598 -0.03
C 4.79107 -2.22647 3.80401 -0.02
C 5.93608 -2.69935 3.15921 0.00
C 6.22350 -2.28022 1.85300 -0.01
C 5.30472 -1.51110 1.15386 0.01
C 0.39293 2.96655 3.00764 -0.07
C 0.14027 4.03814 3.87500 -0.07
H 0.64030 4.95017 5.77917 0.16
H 2.10911 3.08135 6.48976 0.16
H 2.57559 1.18774 4.93136 0.15
H 1.89586 1.34628 -0.43817 0.12
H 2.62000 2.21714 -2.64755 0.13
H 4.18017 0.85436 -4.06447 0.13
H 4.84656 -1.42133 -3.31271 0.13
H 4.12417 -2.26147 -1.08089 0.14
H 2.96636 -1.10654 3.58973 0.11
H 4.59839 -2.46305 4.85293 0.13
H 6.60098 -3.39373 3.67669 0.14
H 7.16243 -2.56886 1.37812 0.13
H 5.56430 -1.09537 0.18219 0.12
H -0.02213 2.96008 1.99622 0.16
H -0.50319 4.85435 3.54314 0.16

---

[3]
91
Properties=species:S:1:pos:R:3:lowdin_charge:R:1 method="wB97M-V/def2-TZVPD" gap_ev=6.63 relative_energy_ev=0.7744 multiplicity=1 charge=+1
Cd 1.27481 -1.13872 0.60395 1.24
C 4.26815 -4.55787 -0.69079 -0.02
C 2.84645 -5.00512 -0.70159 -0.33
C 2.50044 -6.11430 -1.53524 0.00
C 1.16343 -6.47307 -1.60297 -0.04
C 0.21175 -5.71519 -0.88621 -0.01
C 0.65899 -4.65971 -0.03251 -0.27
N 1.95170 -4.32059 -0.02638 0.14
C -0.21694 -4.07218 0.96665 -0.23
C -1.35307 -4.86293 1.31800 0.03
C -2.18765 -4.37016 2.35645 -0.01
C -1.91170 -3.15350 2.98468 -0.02
C -0.82227 -2.43819 2.54787 -0.20
N 0.05965 -2.92891 1.60717 0.07
C -0.33867 -1.14948 3.20343 -0.21
C -1.06588 -0.75254 4.36897 -0.02
C -0.54538 0.13654 5.31441 -0.02
C 0.61455 0.79968 4.88978 -0.01
C 1.25966 0.53138 3.66666 -0.27
C 2.53672 1.21010 3.18843 -0.02
N 0.83742 -0.55646 2.92596 0.06
H 4.86363 -5.36276 -0.24877 0.09
H 4.35052 -3.59438 -0.19432 0.05
H 4.58226 -4.45851 -1.76544 0.10
H 3.33329 -6.59962 -2.01802 0.12
H 0.84429 -7.31319 -2.22513 0.12
H -0.81760 -6.03085 -0.97880 0.10
H -1.53788 -5.84333 0.84414 0.11
H -3.03163 -4.96571 2.70430 0.12
H -2.47271 -2.86145 3.88041 0.12
H -2.10823 -1.06049 4.49050 0.10
H -0.97965 0.20920 6.29448 0.11
H 1.00064 1.61524 5.55518 0.14
H 2.29044 2.29913 3.19113 0.09
H 2.79383 0.80708 2.22935 0.01
H 3.36653 0.99395 3.88592 0.10
N -0.86263 1.83902 -0.99686 -0.41
P 0.74601 1.44007 -0.45132 0.89
C 1.10880 2.91224 0.56227 -0.37
C 0.07701 3.44453 1.37147 -0.10
C 0.26114 4.57920 2.17740 -0.08
C 1.49441 5.19668 2.20385 -0.10
C 2.49398 4.75688 1.36098 -0.08
C 2.34191 3.60134 0.56423 -0.07
C 1.76286 1.68123 -1.90041 -0.41
C 3.05165 1.14007 -1.99960 -0.12
C 3.73299 1.08724 -3.21155 -0.06
C 3.06505 1.49744 -4.35980 -0.07
C 1.78898 2.07364 -4.31426 -0.05
C 1.14437 2.12985 -3.07439 -0.09
P -2.35482 1.22290 -0.34107 0.94
C -3.35528 2.67299 -0.19900 -0.41
C -3.18199 3.72961 -1.09773 -0.10
C -3.84159 4.96927 -0.87257 -0.05
C -4.57795 5.11286 0.29283 -0.08
C -4.78203 4.05392 1.16900 -0.09
C -4.13540 2.84677 0.97963 -0.10
C -3.04758 0.48631 -1.80575 -0.38
C -3.56738 1.04030 -3.00785 -0.06
C -4.22424 0.26385 -3.95673 -0.07
C -4.17650 -1.13165 -3.86779 -0.07
C -3.52073 -1.70205 -2.76072 -0.08
C -3.14519 -0.87910 -1.71123 -0.17
H -0.93268 2.85405 -1.22159 0.05
H -0.88641 2.93139 1.37790 0.07
H -0.59716 4.94324 2.72176 0.10
H 1.68868 6.11789 2.82960 0.13
H 3.43408 5.32328 1.33286 0.11
H 3.18577 3.22161 -0.02760 0.11
H 3.59404 0.85452 -1.08531 0.08
H 4.73789 0.78633 -3.23143 0.10
H 3.60368 1.34306 -5.27815 0.10
H 1.31663 2.58887 -5.11614 0.10
H 0.13986 2.53911 -3.01469 0.09
H -2.59160 3.53323 -1.99524 0.09
H -3.67850 5.78277 -1.55187 0.10
H -4.98815 6.10152 0.49412 0.11
H -5.39370 4.25904 2.05775 0.11
H -4.24272 2.00212 1.72665 0.12
H -3.48942 2.08590 -3.22421 0.08
H -4.62777 0.67334 -4.88646 0.11
H -4.50768 -1.82313 -4.63940 0.11
H -3.24198 -2.75358 -2.70379 0.10
H -2.76052 -1.33671 -0.81794 0.06
N 0.90893 -1.75302 -1.68245 -0.01
H 0.47467 -1.04704 -2.32971 0.05
H 0.21943 -2.54990 -1.58436 0.04
H 1.68583 -2.17775 -2.17423 0.04
S 6.20353 -0.86623 1.52225 0.54
C 4.70218 -1.00814 0.98214 -1.05
N 3.52739 -0.93427 0.65484 -0.14

---

What is the multiplicity in the second record? 4